Computed, not measured: a cluster of 2 separate species, C4H6N2 in total at a distorted geometry, with ωB97M-V/def2-TZVPD.

For the total energy, the calculation gives -7217.65605 eV. For the relative energy (zero: lowest compared OMol25 entry of this formula, charge and spin), the calculation gives 182.98 kcal/mol. Its lowest unoccupied orbital energy is -0.718 eV. As for the charge: 0. Its HOMO-LUMO gap is 0.2656 hartree.

Cartesian coordinates (Å):
C: -0.53 -2.86 -0.91
C: -0.86 -1.62 -0.75
C: 0.65 0.75 1.77
C: -1.38 -0.46 -0.88
N: 0.35 0.62 0.53
N: 0.54 1.50 -0.47
H: -0.06 -3.23 -1.78
H: 0.50 -0.12 2.35
H: 1.09 1.55 2.29
H: -2.02 0.31 -0.48
H: 0.41 1.40 -1.42
H: 1.31 2.14 -0.26